Computed, not measured: a cluster of 4 separate species, C35H81BFN4O16P3 in total, with the ωB97M-V functional and the def2-TZVPD basis.

Structure (XYZ):
```
141
Properties=species:S:1:pos:R:3:forces:R:3:mulliken_charge:R:1
C -8.046 -7.254 1.795 -2.4989 -0.2363 0.2476 -0.588
O -7.160 -6.588 2.767 0.9736 -0.4479 -2.8195 -0.217
C -5.942 -6.237 2.012 0.0983 -0.5747 -0.4320 -0.765
C -5.823 -4.620 1.651 0.6270 -2.2776 -2.4123 1.177
F -7.171 -4.197 1.222 2.3038 -0.1675 1.4694 -0.417
O -5.056 -3.803 2.510 -2.5686 0.1015 0.2975 -0.230
C -5.553 -3.399 3.812 3.3924 1.3389 1.6572 0.281
P -5.569 -4.828 5.141 -2.4294 -0.9390 1.8054 0.672
N -7.039 -5.132 5.740 1.6265 -1.4750 -1.0786 -0.847
P -7.125 -2.317 3.832 -4.5765 -2.9897 -1.3774 0.688
N -8.529 -3.171 3.668 2.9269 0.6329 0.2059 -0.864
C -4.250 -2.463 4.336 -1.8869 -0.3275 -2.6033 -1.049
O -3.138 -3.396 4.373 -0.2101 2.2755 0.2903 0.365
C -1.807 -2.827 4.550 2.8194 -2.1923 -0.3372 1.277
C -1.362 -1.598 3.608 0.2875 0.1614 -0.7064 -1.464
C -1.903 -0.109 3.879 -0.0555 1.0420 -1.1447 0.477
C -0.728 0.992 3.436 -0.6316 -1.3206 -0.8103 -0.600
N -1.234 2.398 3.688 1.5918 -0.7836 -0.5896 -0.612
C -1.386 -2.801 6.123 -0.4493 0.1091 1.3916 -0.678
C -0.799 -1.430 6.752 -0.4711 -0.3206 1.9643 -0.607
O 0.487 -0.955 6.141 0.3222 0.6532 3.8110 -0.183
C 1.226 -0.396 7.318 0.0481 6.9153 -0.9433 0.157
O 1.393 0.939 7.402 -0.9360 -9.1292 -0.5719 -0.501
C -0.835 -4.078 3.960 -0.1745 -0.0744 -1.4797 -1.200
C -1.536 -5.549 4.112 -0.5085 -2.7099 3.0157 0.519
C -2.203 -6.329 2.791 1.1826 -0.0355 1.2572 -0.699
N -1.604 -6.293 5.295 0.6339 3.9067 -4.7598 -0.801
P -4.553 -1.414 5.881 0.3278 0.8431 1.7533 0.341
C -5.234 0.280 5.183 -0.0392 0.4061 -0.6987 -0.867
O -5.758 -2.125 6.978 1.7166 0.8765 -0.4280 -0.533
B -4.977 -4.636 0.189 0.7912 0.1537 -1.5101 0.134
C -5.723 -5.148 -1.224 -0.6815 0.7715 0.1600 -0.825
O -3.587 -4.169 0.040 -3.0855 1.3257 0.5945 -0.490
H -7.769 -8.390 1.589 -0.2004 2.4466 0.4036 0.262
H -9.131 -7.257 2.292 2.4347 -0.0386 -0.9763 0.256
H -8.187 -6.647 0.781 0.6307 -1.2561 2.1904 0.219
H -4.958 -6.667 2.523 -2.1467 1.2867 -0.8330 -0.348
H -6.023 -6.830 0.978 0.4106 1.5620 2.0243 0.478
H -4.748 -4.435 6.296 -0.0880 0.1680 -1.6331 0.062
H -4.934 -6.000 4.596 0.1718 1.0410 -0.0183 0.049
H -7.230 -6.158 5.544 -0.0046 1.6960 0.2012 0.285
H -7.057 -1.470 2.633 0.8671 -0.0246 1.2269 0.061
H -7.328 -1.533 5.021 1.1339 0.0408 -0.6652 0.090
H -8.275 -4.181 3.632 -0.4493 0.8805 0.1484 0.322
H -4.131 -1.696 3.427 0.0377 -1.3830 2.0207 0.020
H -0.168 -1.558 3.608 -2.5711 -0.2403 0.2760 0.396
H -1.642 -1.888 2.484 0.4991 0.4903 2.4684 0.384
H -2.801 0.101 3.120 1.8135 -0.3508 1.7315 0.342
H -2.318 0.142 4.939 1.0244 -0.6845 -1.8471 -0.523
H 0.300 0.742 3.943 -2.0392 0.4573 -0.7330 0.248
H -0.582 0.825 2.265 -0.2200 0.4043 2.4524 0.236
H -1.049 2.935 2.800 -0.0362 -0.4280 1.6722 0.289
H -0.671 2.768 4.490 -0.7511 -0.0578 -1.2984 0.288
H -0.610 -3.660 6.420 -1.6183 1.9635 -1.0089 0.364
H -2.367 -3.081 6.744 2.1528 0.8268 -1.2936 0.053
H -0.494 -1.679 7.881 -0.9777 0.2343 -2.1968 0.484
H -1.588 -0.541 6.867 1.8029 -1.9487 -0.7113 0.083
H 1.618 -1.118 8.179 -0.9828 1.2638 -2.0980 0.361
H -0.697 -3.886 2.791 -0.3707 -0.5148 2.4523 0.408
H 0.255 -4.001 4.419 -2.4495 -0.3649 -0.7507 0.387
H -2.944 -7.149 3.206 1.4711 1.8744 -0.7979 0.248
H -2.693 -5.581 2.038 1.0377 -1.4760 1.4206 -0.013
H -1.291 -6.940 2.324 -2.0248 1.5090 0.6808 0.401
H -1.132 -5.738 6.041 -0.3005 -0.3860 -0.6233 0.327
H -4.389 1.102 5.369 -1.9157 -1.9109 -0.2170 0.375
H -6.222 0.568 5.738 1.8799 -0.5122 -1.1604 0.380
H -5.375 0.241 4.006 0.0016 0.0950 2.4792 0.232
H -5.351 -2.160 7.910 -0.6756 0.1487 -2.2800 0.337
H -5.251 -6.124 -1.664 -0.8630 1.9160 0.6859 0.287
H -5.592 -4.237 -1.985 -0.0590 -2.1032 1.4258 0.263
H -6.897 -5.260 -1.091 2.5491 -0.0313 -0.2425 0.246
H -3.640 -3.162 0.158 0.4442 -2.0706 0.1349 0.319
C 3.493 2.952 -2.490 0.1953 0.2485 0.2405 -0.738
O 3.060 3.957 -1.588 -0.3218 -0.4861 -0.0405 -0.243
C 1.654 4.192 -1.635 0.2658 0.0875 0.4969 -0.237
C 1.091 4.403 -0.223 -0.1791 -0.0631 -0.2183 -0.448
O 1.042 3.223 0.588 0.3387 0.1514 -0.0539 -0.410
C 2.299 2.674 1.005 -0.0760 0.0387 0.2651 -0.262
C 3.087 3.551 1.987 0.0873 -0.0854 -0.7291 -0.605
O 3.639 4.683 1.319 -0.4730 0.2096 0.3377 -0.238
C 3.583 5.872 2.092 0.1682 -0.1590 -0.3820 -0.833
H 3.567 3.363 -3.499 -0.0570 -0.1786 -0.1755 0.225
H 4.483 2.614 -2.169 -0.0967 0.1378 -0.0534 0.192
H 2.825 2.084 -2.476 -0.0223 0.0626 -0.0938 0.378
H 1.120 3.357 -2.116 0.1602 0.1389 0.1004 0.359
H 1.498 5.100 -2.225 -0.3100 0.0197 -0.0404 0.153
H 0.049 4.729 -0.328 0.0850 -0.2154 -0.0300 0.424
H 1.604 5.212 0.299 0.2237 -0.0971 -0.1448 0.139
H 2.902 2.389 0.142 0.1262 0.2552 0.0432 0.029
H 2.050 1.740 1.522 -0.1134 0.1594 0.0542 0.445
H 3.923 2.975 2.395 -0.0985 -0.2313 0.1475 0.412
H 2.431 3.849 2.811 -0.0266 0.0694 -0.0366 0.338
H 2.605 5.997 2.565 0.0036 -0.0499 0.1027 0.378
H 3.736 6.719 1.419 0.0946 -0.1603 0.0336 0.233
H 4.372 5.868 2.847 -0.0441 0.1123 0.1895 0.312
C -0.104 2.516 -7.673 0.2409 0.2099 0.2795 -0.866
O 0.832 3.574 -7.539 -0.5078 -0.0015 -0.3259 -0.210
C 1.174 4.189 -8.779 0.0246 0.3458 0.4384 -0.557
C 1.279 5.711 -8.620 -0.0919 -0.0634 -0.2582 -0.245
O 0.028 6.384 -8.434 0.1767 -0.3074 0.3554 -0.474
C -0.653 6.148 -7.195 0.0368 0.2943 -0.0018 -0.315
C 0.056 6.711 -5.956 -0.0281 -0.6778 -0.2709 -0.638
O 1.207 5.932 -5.638 0.2226 0.5046 -0.2125 -0.195
C 2.310 6.714 -5.206 -0.1314 -0.4268 -0.0525 -0.935
H 0.403 1.611 -8.014 -0.1470 -0.1469 -0.1296 0.307
H -0.545 2.330 -6.690 0.1713 0.0144 -0.0819 0.231
H -0.916 2.783 -8.358 0.0729 -0.0581 -0.0584 0.395
H 0.436 3.957 -9.562 0.1001 0.0403 0.2093 0.355
H 2.148 3.789 -9.079 0.0554 0.1129 -0.2661 0.371
H 1.691 6.113 -9.555 -0.2244 -0.0775 0.0468 0.420
H 1.989 5.988 -7.840 -0.0864 -0.2475 0.1180 0.048
H -0.891 5.090 -7.080 0.2306 -0.0071 0.1750 0.093
H -1.615 6.666 -7.289 0.1811 0.0936 -0.0618 0.417
H -0.619 6.657 -5.098 -0.2394 0.1576 -0.0362 0.368
H 0.315 7.760 -6.134 0.0766 -0.0336 -0.0344 0.391
H 2.458 7.588 -5.847 -0.0613 0.0813 0.0473 0.440
H 3.209 6.096 -5.277 -0.1604 -0.0235 0.0902 0.246
H 2.170 7.023 -4.168 0.1047 0.1971 0.0729 0.333
C 8.315 2.773 -6.429 0.2586 -0.3305 0.0897 -0.802
O 8.761 1.937 -5.373 -0.5804 0.1879 -0.0986 -0.278
C 8.234 2.303 -4.100 0.1148 -0.5449 -0.0589 -0.502
C 7.857 1.057 -3.289 -0.1556 0.2212 0.0645 -0.312
O 6.697 0.360 -3.761 0.3866 0.0161 -0.2582 -0.449
C 6.817 -0.309 -5.024 -0.0712 -0.2260 0.1685 -0.276
C 7.777 -1.506 -5.026 0.1081 0.6891 -0.2362 -0.564
O 9.131 -1.065 -4.969 -0.1276 -0.2334 0.5578 -0.274
C 9.950 -1.878 -4.143 0.0242 0.3462 -0.2858 -0.824
H 8.883 3.706 -6.432 -0.1283 0.1867 -0.0902 0.315
H 8.490 2.247 -7.372 0.0956 0.0531 0.1600 0.235
H 7.241 2.976 -6.355 0.0443 0.0870 0.0473 0.358
H 7.349 2.952 -4.200 0.1588 -0.1547 -0.0404 0.304
H 9.019 2.854 -3.572 -0.1263 0.0902 0.2527 0.393
H 7.605 1.387 -2.273 -0.1300 0.0206 -0.1948 0.449
H 8.701 0.375 -3.179 0.0678 0.1046 -0.2582 0.061
H 7.052 0.401 -5.817 0.2709 -0.0962 0.0320 0.089
H 5.813 -0.689 -5.246 0.0803 -0.0209 0.1931 0.413
H 7.656 -2.064 -5.959 -0.2661 -0.1040 -0.0279 0.397
H 7.531 -2.167 -4.188 0.0554 0.0504 0.0500 0.346
H 9.458 -2.110 -3.193 -0.0579 -0.0948 -0.0151 0.378
H 10.861 -1.318 -3.915 -0.0910 -0.0466 -0.1606 0.234
H 10.219 -2.798 -4.666 0.0379 -0.1812 0.1256 0.315
```
Forces are in eV/Å.

Properties
E_tot: -107569.095 eV
SMILES string: [H]/N=C(/C)C[C@](CCCN)(CCOC=O)O[C@H](P(C)O)C(O[C@](F)(COC)B(C)O)([PH2]=N)[PH2]=N.COCCOCCOC.COCCOCCOC.COCCOCCOC
LUMO: -0.06 eV
Orbital gap: 7.25 eV
2S+1: 1
Total charge: 0
HOMO level: -7.31 eV